This record from OMol25 describes a molecular structure, C4H8O2. The level of theory is ωB97M-V with the def2-TZVPD basis set.

Results
Energy above the lowest of the compared OMol25 structures with the same formula, charge and spin ... 259.7 kJ/mol
E_tot ... -8370.590 eV
HOMO ... -9.73 eV
Frontier orbital gap ... 10.719 eV

```
! RIJCOSX wB97M-V def2-TZVPD def2/J DEFGRID3
* xyz 0 1
C 1.76624 0.11322 0.67839
O 1.10093 0.81722 -0.34928
C -0.19277 0.43816 -0.68422
C -0.74977 -1.00168 -0.76646
O -2.01108 -0.49378 -0.30070
C -1.33315 0.62544 0.30960
H 1.13313 -0.60498 1.21000
H 2.60770 -0.42157 0.22870
H 2.14630 0.83074 1.41159
H -0.42663 0.95050 -1.62344
H -0.31782 -1.69311 -0.02845
H -0.81523 -1.50376 -1.73477
H -1.02151 0.37214 1.33685
H -1.88634 1.57148 0.31219
*
```